Record 1
116
Properties=species:S:1:pos:R:3:forces:R:3:mulliken_charge:R:1 method="wB97M-V/def2-TZVPD" max_force_ev_per_a=0.9 energy_ha=-5434.73917 e_lumo_ev=-1.88 total_charge=+1 homo_lumo_gap_ev=8.4957
Pb 0.315 0.269 -0.484 0.143 -0.121 0.457 2.644
N 0.528 2.352 1.513 0.060 -0.005 -0.019 0.983
N 0.443 3.726 1.760 0.041 0.122 0.161 -0.545
C -0.170 4.546 0.871 0.085 0.335 -0.365 0.488
N -0.631 5.707 1.354 -0.026 -0.071 -0.134 -0.380
N -0.139 4.171 -0.399 0.076 -0.290 0.137 -0.130
N -0.841 4.887 -1.335 -0.827 -0.205 -0.121 0.680
O -1.848 5.537 -1.030 0.639 -0.024 0.223 -0.735
O -0.487 4.724 -2.484 0.275 0.083 0.128 -0.610
H -0.284 1.886 1.941 0.046 -0.116 0.076 -0.245
H 1.409 1.993 1.866 -0.026 -0.053 0.015 -0.229
H 0.399 4.017 2.723 -0.083 -0.035 0.124 0.225
H -0.517 5.964 2.317 -0.064 -0.070 0.027 0.184
H -1.208 6.266 0.748 -0.042 0.114 -0.084 0.201
C 3.874 3.878 -2.858 -0.053 0.007 -0.007 -1.226
C 2.628 3.301 -3.415 -0.026 -0.134 0.230 1.124
N 2.150 3.474 -4.600 -0.130 -0.035 -0.135 -0.923
N 1.007 2.717 -4.625 -0.028 0.274 -0.047 0.397
C 0.752 2.100 -3.475 0.143 -0.103 0.079 -0.578
S -0.500 1.047 -3.070 -0.206 0.095 -0.377 -0.469
N 1.801 2.451 -2.696 0.192 0.203 0.028 0.546
N 1.917 2.071 -1.369 0.207 -0.066 0.049 0.047
H 4.438 4.347 -3.659 -0.019 -0.012 0.010 0.393
H 4.479 3.100 -2.389 0.012 0.016 -0.009 0.214
H 3.641 4.633 -2.104 -0.004 -0.025 -0.002 0.272
H 0.379 2.790 -5.407 0.018 -0.106 -0.059 0.218
H 1.700 2.863 -0.770 -0.236 0.095 -0.025 0.141
H 2.854 1.663 -1.154 -0.007 -0.064 -0.118 0.051
C -2.956 1.235 1.182 0.072 0.047 0.057 -0.698
N -2.235 1.453 2.433 0.063 0.094 -0.041 0.839
C -2.707 2.673 3.078 0.030 -0.025 -0.034 -1.207
C -2.371 0.329 3.353 0.114 0.013 -0.008 -1.655
C -1.826 -0.993 2.841 0.048 -0.078 -0.138 -0.631
N -0.443 -0.977 2.356 0.008 0.130 0.327 1.447
C -0.089 -2.325 1.921 0.055 0.167 -0.091 -0.742
C 0.495 -0.563 3.404 -0.132 -0.072 -0.096 -0.925
H -4.044 1.165 1.330 0.001 -0.027 -0.006 0.439
H -2.615 0.311 0.718 -0.012 -0.006 -0.027 -0.868
H -2.755 2.057 0.490 -0.026 -0.013 0.018 0.530
H -3.755 2.592 3.403 0.002 0.013 -0.027 0.393
H -2.633 3.510 2.381 -0.002 0.001 0.025 0.300
H -2.098 2.887 3.961 -0.019 -0.001 -0.025 0.310
H -3.427 0.155 3.614 -0.033 0.043 0.005 0.439
H -1.863 0.605 4.280 -0.047 0.002 0.027 0.544
H -2.449 -1.357 2.020 -0.041 -0.078 0.050 -0.012
H -1.935 -1.714 3.668 -0.015 -0.065 -0.015 0.481
H -0.143 -3.044 2.752 0.006 -0.030 -0.017 0.479
H 0.931 -2.325 1.529 -0.029 -0.014 -0.006 -0.127
H -0.782 -2.652 1.143 0.025 -0.002 -0.015 -0.025
H 0.524 -1.293 4.228 -0.029 0.046 0.005 0.372
H 0.207 0.404 3.819 0.034 -0.004 -0.059 0.249
H 1.493 -0.481 2.975 0.063 -0.008 -0.012 -0.128
C 7.519 -1.176 4.641 -0.033 0.025 -0.080 -1.505
C 6.508 -0.814 3.584 -0.020 -0.005 0.022 0.620
C 5.951 0.457 3.526 0.047 -0.017 0.023 -1.032
C 5.032 0.805 2.541 -0.064 0.056 -0.014 1.045
C 4.409 2.182 2.533 0.010 -0.160 -0.037 -1.566
C 4.670 -0.147 1.592 0.072 0.108 0.106 0.414
C 5.205 -1.434 1.635 -0.051 -0.098 -0.095 1.045
C 4.804 -2.455 0.597 0.047 0.130 0.040 -0.860
C 6.115 -1.751 2.632 0.018 0.014 0.043 -1.040
C 3.695 0.230 0.510 0.098 -0.083 -0.170 -0.535
O 4.137 0.726 -0.553 -0.173 -0.068 0.122 -0.935
O 2.467 0.013 0.759 -0.228 0.204 -0.052 -0.010
H 7.549 -0.426 5.431 0.007 -0.027 -0.007 0.365
H 8.518 -1.247 4.206 -0.012 0.000 0.031 0.301
H 7.287 -2.142 5.090 0.012 0.021 0.007 0.369
H 6.245 1.198 4.263 -0.025 -0.027 -0.025 0.377
H 5.053 2.904 3.033 -0.023 0.010 -0.006 0.492
H 3.451 2.165 3.065 0.033 0.037 -0.010 0.225
H 4.230 2.527 1.512 0.014 0.031 0.045 0.259
H 3.719 -2.471 0.467 0.023 -0.038 -0.007 -0.214
H 5.137 -3.452 0.880 -0.010 -0.006 -0.003 0.341
H 5.255 -2.205 -0.368 -0.029 -0.025 0.017 0.302
H 6.535 -2.752 2.668 -0.023 0.032 -0.007 0.391
N 2.955 -2.962 -2.461 -0.067 -0.012 -0.056 0.108
C 1.901 -3.783 -2.136 -0.085 -0.012 0.084 -0.966
C 0.968 -2.971 -1.575 0.126 0.146 -0.063 -0.820
N 1.438 -1.672 -1.561 0.050 -0.182 -0.075 1.381
C 2.640 -1.706 -2.098 -0.040 0.069 0.018 -1.359
H 3.810 -3.248 -2.907 0.048 0.015 0.027 0.242
H 1.901 -4.844 -2.319 0.052 0.072 -0.031 0.458
H -0.004 -3.224 -1.189 -0.016 -0.035 -0.006 0.535
H 3.308 -0.861 -2.197 -0.024 -0.071 0.020 0.591
C -2.822 -3.473 -5.839 -0.014 -0.019 0.007 -0.501
C -1.623 -2.913 -5.428 0.052 0.004 -0.020 -0.912
C -1.520 -2.339 -4.166 -0.114 -0.008 0.065 0.032
C -2.618 -2.332 -3.312 0.144 0.050 -0.023 0.537
C -3.816 -2.909 -3.723 -0.062 -0.007 -0.004 -0.431
C -3.920 -3.474 -4.984 0.059 -0.003 0.019 -0.806
As -2.475 -1.427 -1.585 -0.382 -0.227 -0.292 0.786
C -4.058 -0.302 -1.707 0.012 0.090 0.070 0.479
C -4.203 0.867 -2.439 0.040 -0.056 0.026 -1.077
C -5.413 1.548 -2.408 0.038 0.014 0.005 -0.693
C -6.458 1.075 -1.624 0.000 -0.002 0.024 -0.918
C -6.309 -0.085 -0.878 -0.025 0.001 0.047 -0.508
C -5.111 -0.790 -0.924 0.055 0.007 0.005 0.294
C -4.831 -2.067 -0.233 0.043 0.016 0.008 0.906
C -5.709 -2.763 0.592 -0.027 0.017 0.033 -0.528
C -5.336 -3.989 1.124 -0.025 0.014 0.021 -0.886
C -4.085 -4.528 0.849 0.077 0.014 -0.010 -0.843
C -3.191 -3.825 0.053 -0.001 0.036 -0.016 -0.353
C -3.565 -2.605 -0.490 0.114 0.021 0.099 -0.221
H -2.906 -3.909 -6.827 0.006 0.004 0.038 0.394
H -0.765 -2.917 -6.091 -0.046 0.014 0.023 0.433
H -0.591 -1.879 -3.852 0.058 0.008 -0.011 0.209
H -4.674 -2.909 -3.060 -0.002 0.004 -0.010 0.345
H -4.856 -3.914 -5.303 0.005 0.008 0.007 0.409
H -3.381 1.243 -3.036 -0.011 0.024 -0.026 0.384
H -5.537 2.452 -2.992 -0.001 -0.025 0.028 0.462
H -7.397 1.614 -1.596 0.021 -0.012 0.003 0.410
H -7.128 -0.437 -0.261 -0.005 -0.008 -0.056 0.425
H -6.684 -2.352 0.823 -0.007 -0.034 -0.036 0.422
H -6.027 -4.532 1.757 0.010 0.020 -0.019 0.415
H -3.804 -5.491 1.257 -0.023 0.029 0.006 0.452
H -2.208 -4.237 -0.149 -0.021 -0.044 -0.007 0.327



Record 2
110
Properties=species:S:1:pos:R:3:forces:R:3:lowdin_spin:R:1 method="wB97M-V/def2-TZVPD" spin_multiplicity=6 max_force_ev_per_a=0.9 energy_ha=-6171.66344 e_lumo_ev="2.16 / 0.72" total_charge=-1 homo_lumo_gap_ev="6.8844 / 6.1868"
Cr -0.038 -2.056 1.084 -0.084 0.258 0.201 2.908
C 3.617 2.035 -2.840 0.035 -0.020 -0.034 -0.005
C 2.574 0.974 -2.597 0.035 -0.084 -0.087 -0.002
C 1.426 0.903 -3.392 0.039 -0.050 -0.094 0.117
C 0.400 0.000 -3.117 0.045 0.019 -0.049 -0.004
C -0.860 -0.032 -3.942 -0.048 0.024 0.005 -0.006
C 0.555 -0.862 -2.047 0.074 -0.049 -0.075 0.114
C 1.745 -0.906 -1.298 0.069 0.029 0.142 0.037
C 2.734 0.065 -1.570 0.078 0.054 0.088 0.096
N 1.813 -1.840 -0.300 0.015 -0.249 -0.084 0.548
C 3.078 -2.557 0.018 -0.195 0.027 -0.108 0.037
C 4.271 -2.308 -0.917 0.032 0.032 -0.029 0.000
C 3.515 -2.261 1.457 -0.013 0.017 0.024 0.024
C 2.719 -4.047 -0.141 0.012 -0.029 0.028 0.025
H 3.201 2.878 -3.394 0.089 -0.113 -0.001 0.000
H 4.456 1.639 -3.418 -0.017 -0.017 0.018 -0.002
H 4.012 2.415 -1.896 -0.028 0.002 -0.027 -0.001
H 1.303 1.614 -4.206 0.006 -0.037 0.052 0.006
H -1.132 0.968 -4.286 0.015 -0.048 0.016 -0.001
H -1.694 -0.431 -3.360 0.044 0.035 -0.007 0.000
H -0.733 -0.668 -4.823 0.013 0.015 0.023 -0.002
H -0.241 -1.534 -1.777 -0.044 -0.012 -0.003 0.004
H 3.582 0.167 -0.905 -0.039 -0.042 -0.067 0.004
H 4.819 -1.394 -0.689 -0.045 -0.032 -0.020 0.000
H 3.983 -2.300 -1.971 -0.013 0.019 0.050 0.001
H 4.963 -3.139 -0.767 0.015 0.012 -0.015 0.000
H 3.657 -1.187 1.599 -0.003 -0.039 -0.008 0.000
H 4.469 -2.770 1.625 -0.042 0.020 0.023 0.003
H 2.783 -2.597 2.188 -0.023 0.012 -0.054 0.000
H 2.629 -4.300 -1.203 -0.023 0.019 0.055 0.000
H 1.794 -4.295 0.370 0.039 0.058 0.013 0.001
H 3.518 -4.655 0.293 -0.003 0.022 -0.054 0.004
C -0.016 -6.520 0.633 0.041 0.071 0.040 0.000
C -0.442 -5.732 -0.599 0.018 -0.124 0.072 -0.005
As -1.263 -3.947 -0.421 -0.060 0.107 0.033 -0.005
C -1.285 -3.669 -2.373 -0.056 -0.030 -0.094 -0.001
C -1.830 -4.813 -3.223 -0.032 -0.029 -0.099 -0.001
C -3.172 -4.369 -0.205 -0.025 0.062 0.049 0.001
C -3.975 -3.685 0.895 -0.028 -0.009 -0.031 0.000
H 0.498 -7.436 0.319 -0.020 0.032 0.047 0.000
H -0.872 -6.790 1.246 -0.047 -0.006 0.010 0.000
H 0.654 -5.947 1.275 -0.023 -0.015 -0.046 0.000
H -1.153 -6.319 -1.181 -0.026 -0.045 0.018 -0.001
H 0.416 -5.560 -1.255 0.025 0.007 0.014 0.000
H -0.266 -3.443 -2.689 0.076 0.025 -0.002 0.000
H -1.881 -2.769 -2.511 -0.048 0.060 -0.037 0.000
H -1.153 -5.669 -3.241 -0.025 0.058 -0.008 0.000
H -1.964 -4.485 -4.259 0.003 -0.013 0.036 0.000
H -2.800 -5.169 -2.869 0.027 0.021 -0.003 0.000
H -3.211 -5.452 -0.091 -0.036 -0.111 0.015 0.000
H -3.602 -4.117 -1.174 -0.055 0.003 -0.050 0.000
H -3.641 -4.000 1.878 -0.065 0.035 -0.079 0.000
H -5.031 -3.957 0.779 0.052 0.034 -0.005 0.000
H -3.886 -2.604 0.827 0.022 0.036 -0.023 0.000
C 3.420 7.349 0.622 0.020 0.011 0.006 0.000
C 2.752 5.998 0.641 -0.012 0.011 -0.038 -0.003
C 2.644 5.268 1.817 0.004 -0.041 0.035 0.009
C 2.006 4.030 1.866 -0.059 0.021 -0.053 0.024
C 1.909 3.345 3.212 -0.045 0.041 -0.038 0.012
C 1.451 3.494 0.686 -0.068 0.151 0.060 0.135
Te 0.488 1.476 0.914 -0.014 -0.104 0.351 0.373
N -0.841 -0.278 0.382 -0.281 -0.181 -0.294 0.249
C -1.978 -0.278 -0.311 0.160 0.175 0.177 0.030
O -2.576 -1.311 -0.692 0.275 -0.081 0.030 0.046
C -2.680 1.011 -0.680 -0.100 0.038 0.019 0.001
C -2.061 2.065 -1.333 -0.171 0.025 -0.206 0.010
C -2.783 3.190 -1.720 -0.024 -0.094 -0.006 0.002
C -4.136 3.281 -1.430 0.011 -0.045 0.022 0.000
C -4.766 2.227 -0.775 0.055 0.020 -0.007 0.002
C -4.048 1.095 -0.423 0.038 0.027 0.093 0.000
C -1.086 2.466 1.939 -0.066 -0.013 -0.007 0.010
C -1.559 3.661 1.403 -0.002 0.022 0.004 0.009
C -2.600 4.349 2.006 0.006 -0.044 0.017 -0.001
C -3.167 3.839 3.165 0.015 -0.021 -0.004 0.008
C -2.684 2.658 3.707 0.016 -0.042 -0.008 -0.001
C -1.640 1.940 3.115 0.006 0.080 -0.014 0.008
C -1.158 0.672 3.756 0.006 0.094 -0.020 0.005
C 1.565 4.214 -0.507 0.082 0.022 0.004 0.005
C 0.995 3.726 -1.815 -0.093 0.147 0.033 0.013
C 2.211 5.452 -0.513 0.062 0.007 -0.005 0.003
H 4.046 7.492 1.504 -0.029 -0.015 -0.037 0.000
H 2.680 8.154 0.608 0.013 -0.035 0.002 0.000
H 4.048 7.469 -0.263 -0.025 -0.013 0.025 0.000
H 3.070 5.673 2.733 -0.023 -0.020 -0.056 0.002
H 2.568 3.833 3.933 -0.028 -0.003 -0.032 0.001
H 2.177 2.289 3.170 0.023 -0.010 -0.053 0.005
H 0.887 3.394 3.602 0.045 0.002 -0.050 0.000
H -1.011 2.000 -1.568 0.079 -0.039 -0.018 0.010
H -2.281 3.998 -2.242 -0.032 -0.017 0.009 0.000
H -4.699 4.162 -1.715 0.017 -0.024 0.011 0.000
H -5.824 2.285 -0.546 0.018 0.006 -0.002 0.000
H -4.533 0.253 0.058 0.002 0.048 -0.022 0.000
H -1.117 4.061 0.496 -0.021 -0.049 0.115 0.000
H -2.965 5.269 1.566 0.001 -0.018 0.014 0.000
H -3.984 4.361 3.650 0.022 -0.012 -0.007 0.001
H -3.122 2.263 4.619 0.016 0.031 -0.046 0.000
H -1.627 0.529 4.730 0.018 0.007 -0.002 0.000
H -0.074 0.663 3.886 0.029 0.020 -0.014 0.002
H -1.388 -0.199 3.147 -0.033 -0.082 -0.077 0.001
H 0.867 2.648 -1.822 -0.007 0.098 0.070 0.012
H 1.653 3.988 -2.648 -0.147 0.066 0.126 0.000
H 0.018 4.182 -2.013 0.051 -0.027 0.047 0.000
H 2.295 5.998 -1.451 -0.011 -0.032 0.053 0.000
F -2.277 -2.925 4.825 -0.626 0.055 0.108 -0.001
Te -0.931 -3.576 3.641 0.591 -0.212 -0.628 0.012
F -1.805 -4.912 2.347 -0.251 -0.208 0.022 0.001
F 1.006 -1.033 2.163 0.234 0.234 0.037 0.073
F 0.331 -2.434 4.541 0.234 0.513 0.320 0.002
F 0.690 -3.608 2.075 0.162 -0.258 -0.176 0.019
O -1.420 -2.278 2.399 0.106 -0.256 0.326 0.022



The records above yield ΔE to the lowest compared entry with this formula, charge and spin values of 0.425 0.000 eV, respectively.